Entry 1:
DFT (wB97M-V/def2-TZVPD) results for a molecular structure, C45H50GeN2O9P2Si2W.

ORCA input file:
```
! wB97M-V def2-TZVPD RIJCOSX def2/J DEFGRID3
* xyz 0 3
W 0.607 0.050 -0.072
C -3.579 0.199 2.374
C -2.469 -0.836 2.535
O -2.893 -1.802 3.483
P -2.150 -1.682 0.960
O -3.556 -2.200 0.489
O -1.366 -3.011 1.279
O -1.481 -0.807 -0.054
P -0.873 -0.123 3.083
O -1.343 1.181 3.872
O -0.183 -1.113 3.939
O -0.132 0.323 1.817
H -4.447 -0.246 1.888
H -3.252 1.058 1.797
H -3.865 0.530 3.370
H -2.093 -2.151 3.911
H -3.530 -3.084 0.080
H -0.402 -2.930 1.150
H -0.690 1.497 4.509
C -1.265 1.179 -3.146
Si -0.935 1.760 -1.360
C -2.641 1.946 -0.576
C -0.346 3.542 -1.370
C -0.895 4.533 -2.190
C -0.595 5.866 -1.982
C 0.252 6.230 -0.939
C 0.809 5.256 -0.132
C 0.524 3.900 -0.343
Si 1.400 2.517 0.596
C 3.214 2.958 0.243
C 1.227 2.804 2.460
H -2.326 1.332 -3.362
H -1.042 0.127 -3.311
H -0.704 1.772 -3.871
H -3.200 2.604 -1.251
H -2.566 2.465 0.381
H -3.200 1.023 -0.456
H -1.573 4.264 -2.994
H -1.022 6.628 -2.622
H 0.479 7.275 -0.767
H 1.481 5.558 0.665
H 3.298 4.000 0.565
H 3.468 2.929 -0.817
H 3.954 2.388 0.802
H 1.888 3.630 2.740
H 1.524 1.935 3.046
H 0.204 3.078 2.719
C 3.762 -1.028 2.958
C 2.578 -0.630 2.372
N 2.493 -0.188 1.108
C 3.643 -0.180 0.352
C 4.901 -0.553 0.902
C 4.946 -0.976 2.209
C 6.048 -0.463 0.026
C 5.931 -0.044 -1.247
C 4.652 0.337 -1.817
C 4.484 0.803 -3.093
C 3.179 1.161 -3.514
C 2.125 1.014 -2.653
N 2.242 0.557 -1.386
C 3.514 0.223 -0.963
H 3.742 -1.377 3.979
H 1.664 -0.691 2.942
H 5.893 -1.268 2.647
H 7.017 -0.735 0.427
H 6.802 0.031 -1.886
H 5.328 0.907 -3.761
H 2.996 1.535 -4.511
H 1.125 1.245 -2.975
O 0.364 -1.180 -1.797
C 1.082 -2.041 -1.186
O 0.899 -2.199 0.067
C 2.198 -2.745 -1.890
C 1.762 -4.084 -2.482
Ge 0.840 -5.464 -1.423
C -1.097 -5.153 -1.431
C -1.722 -4.672 -2.584
C -3.101 -4.561 -2.667
C -3.892 -4.956 -1.594
C -3.290 -5.427 -0.434
C -1.905 -5.513 -0.356
C 1.486 -5.739 0.396
C 1.056 -6.883 1.074
C 1.489 -7.163 2.361
C 2.373 -6.302 2.995
C 2.820 -5.168 2.336
C 2.380 -4.893 1.049
C 1.148 -7.117 -2.414
C 0.112 -7.813 -3.030
C 0.362 -8.988 -3.729
C 1.654 -9.481 -3.818
C 2.696 -8.799 -3.205
C 2.441 -7.629 -2.508
H 2.995 -2.878 -1.158
H 2.579 -2.091 -2.678
H 2.647 -4.577 -2.894
H 1.108 -3.912 -3.342
H -1.129 -4.375 -3.442
H -3.560 -4.180 -3.569
H -4.972 -4.896 -1.663
H -3.897 -5.727 0.411
H -1.457 -5.863 0.566
H 0.385 -7.583 0.586
H 1.140 -8.054 2.865
H 2.713 -6.517 4.000
H 3.506 -4.489 2.824
H 2.730 -3.987 0.572
H -0.905 -7.443 -2.967
H -0.456 -9.517 -4.201
H 1.849 -10.396 -4.361
H 3.707 -9.183 -3.266
H 3.267 -7.118 -2.022
*
```

Maximum force = 0.028 Eh/bohr
Expectation value of S² = 2.03
HOMO level (alpha / beta) = -5.27 / -7.94 eV
Energy above the lowest of the compared OMol25 structures with the same formula, charge and spin = 43.57 kJ/mol


Entry 2:
DFT (wB97M-V/def2-TZVPD) results for a molecular structure, C45H51Cl3GeN2RuTe.

ORCA input file:
```
! wB97M-V def2-TZVPD RIJCOSX def2/J DEFGRID3
* xyz 1 6
Ru 0.035 -0.910 -1.047
C 4.210 -0.184 2.265
C 3.404 -1.122 1.380
C 4.298 -2.374 0.909
C 2.226 -1.712 2.246
C 2.668 -2.583 3.280
C 1.743 -3.071 4.180
C 0.374 -3.000 3.914
C -0.053 -2.197 2.854
C -1.540 -2.118 2.698
C -2.166 -0.755 2.828
C -2.011 -2.826 1.388
C 0.885 -1.486 2.138
N 0.482 -0.486 1.177
C 0.663 0.749 1.527
C 0.739 1.839 0.433
N 0.342 1.549 -0.745
C 0.274 2.611 -1.748
C -0.897 3.378 -1.816
C -0.891 4.462 -2.768
C 0.209 4.780 -3.515
C 1.291 3.854 -3.443
C 1.338 2.833 -2.556
C 2.605 1.985 -2.393
C 3.049 1.507 -3.748
C 3.752 2.793 -1.762
C -2.217 3.127 -1.121
C -3.331 2.845 -2.149
C -2.368 2.151 0.042
C 1.145 3.099 1.163
C 1.568 4.347 0.815
C 1.978 5.229 1.758
C 2.158 4.895 3.090
C 1.799 3.584 3.518
C 2.026 3.004 4.784
C 1.733 1.692 5.047
C 1.297 0.772 4.028
C 1.052 1.326 2.808
C 1.407 2.687 2.484
H 5.101 0.183 1.661
H 4.680 -0.650 3.117
H 3.639 0.673 2.640
H 3.056 -0.717 0.436
H 4.496 -2.959 1.797
H 5.137 -2.021 0.315
H 3.720 -2.949 0.206
H 3.731 -2.823 3.367
H 2.119 -3.648 5.056
H -0.374 -3.389 4.583
H -1.970 -2.726 3.459
H -1.916 -0.158 1.977
H -1.764 -0.189 3.773
H -3.266 -0.827 2.900
H -1.949 -3.894 1.334
H -1.436 -2.458 0.522
H -3.064 -2.520 1.128
H -1.844 5.092 -2.772
H 0.019 5.594 -4.178
H 2.140 4.087 -4.095
H 2.604 1.118 -1.735
H 3.491 2.305 -4.363
H 2.186 1.163 -4.398
H 3.787 0.716 -3.650
H 4.193 3.655 -2.389
H 4.586 2.115 -1.705
H 3.481 3.270 -0.861
H -2.490 4.108 -0.674
H -3.241 1.863 -2.572
H -3.248 3.578 -2.917
H -4.354 3.042 -1.707
H -1.849 1.215 -0.073
H -3.359 1.890 0.354
H -2.011 2.610 0.995
H 1.486 4.707 -0.198
H 2.376 6.197 1.387
H 2.287 5.686 3.831
H 2.395 3.569 5.588
H 1.950 1.221 5.935
H 1.132 -0.355 4.247
Cl 1.603 -3.910 -1.771
Ge 1.904 -1.841 -2.574
Cl 1.702 -1.702 -4.703
Cl 3.967 -1.511 -2.122
C -5.807 -5.679 -1.601
C -4.802 -4.609 -1.850
C -3.674 -4.804 -2.674
C -2.723 -3.851 -3.012
C -1.619 -4.158 -3.927
C -2.881 -2.632 -2.414
Te -1.535 -0.980 -2.928
C -3.968 -2.330 -1.585
C -4.138 -1.030 -0.874
C -4.920 -3.348 -1.338
H -5.748 -6.323 -2.462
H -6.756 -5.142 -1.475
H -5.552 -6.131 -0.684
H -3.610 -5.858 -2.885
H -1.619 -5.198 -4.143
H -0.618 -3.908 -3.488
H -1.714 -3.549 -4.897
H -3.305 -0.646 -0.320
H -4.996 -1.075 -0.203
H -4.342 -0.254 -1.633
H -5.787 -3.180 -0.702
*
```

Maximum force = 0.085 Eh/bohr
Expectation value of S² = 8.85
HOMO level (alpha / beta) = -9.02 / -10.76 eV
Energy above the lowest of the compared OMol25 structures with the same formula, charge and spin = 343.55 kJ/mol